{
  "formula": "C19H12Br30F17N4",
  "method": "ωB97M-V/def2-TZVPD",
  "symbols": ["F", "C", "F", "F", "C", "F", "F", "C", "F", "F", "C", "F", "F", "C", "F", "F", "C", "F", "F", "C", "F", "F", "C", "F", "F", "N", "C", "N", "N", "N", "H", "H", "C", "Br", "Br", "Br", "H", "C", "Br", "Br", "Br", "H", "C", "Br", "Br", "Br", "H", "C", "Br", "Br", "Br", "H", "C", "Br", "Br", "Br", "H", "C", "Br", "Br", "Br", "H", "C", "Br", "Br", "Br", "H", "C", "Br", "Br", "Br", "H", "C", "Br", "Br", "Br", "H", "C", "Br", "Br", "Br", "H"],
  "coordinates": [[0.446, 3.926, -1.376], [-0.234, 2.614, -1.642], [-0.923, 2.684, -2.981], [-1.299, 2.434, -0.633], [0.890, 1.376, -1.658], [1.033, 1.058, -3.131], [2.258, 1.876, -1.272], [0.419, 0.013, -0.946], [-0.930, -0.330, -1.542], [1.307, -1.090, -1.480], [0.317, -0.141, 0.632], [-1.149, -0.357, 0.955], [0.928, -1.483, 0.977], [0.868, 0.931, 1.675], [0.918, 2.357, 1.290], [-0.111, 0.925, 2.838], [2.305, 0.616, 2.429], [2.216, -0.528, 3.413], [2.509, 1.824, 3.321], [3.618, 0.567, 1.466], [3.942, 2.005, 1.128], [3.512, -0.288, 0.264], [4.990, 0.027, 2.256], [5.008, 0.342, 3.699], [6.118, 0.796, 1.627], [5.282, -1.437, 2.020], [6.250, -1.955, 0.944], [6.299, -3.466, 1.068], [5.435, -3.766, 2.114], [4.868, -2.596, 2.658], [6.822, -1.239, 0.208], [4.214, -2.640, 3.476], [6.296, -7.045, -0.152], [7.817, -7.832, 0.771], [4.820, -8.301, -0.317], [5.735, -5.374, 0.672], [6.627, -6.805, -1.167], [-4.313, 2.159, -2.098], [-5.581, 1.014, -1.168], [-4.719, 2.298, -3.996], [-4.166, 3.908, -1.259], [-3.331, 1.682, -2.016], [0.355, -1.971, -4.920], [-1.534, -1.572, -4.680], [0.759, -3.831, -4.517], [0.984, -1.461, -6.689], [0.905, -1.360, -4.197], [-7.205, 6.327, -0.721], [-8.473, 5.182, 0.208], [-7.611, 6.466, -2.619], [-7.058, 8.076, 0.118], [-6.223, 5.849, -0.639], [-5.208, -3.492, -6.242], [-3.674, -3.725, -7.415], [-5.185, -4.752, -4.760], [-5.376, -1.654, -5.626], [-6.101, -3.713, -6.835], [-0.052, -2.188, 5.838], [-0.004, -1.964, 3.906], [0.745, -3.874, 6.391], [0.744, -0.673, 6.762], [-1.107, -2.223, 6.129], [3.681, 5.654, -1.413], [5.215, 5.421, -2.586], [3.704, 4.394, 0.068], [3.513, 7.492, -0.797], [2.788, 5.433, -2.007], [5.085, -12.243, 1.507], [5.385, -11.988, -0.398], [5.262, -10.578, 2.497], [3.385, -13.119, 1.861], [5.872, -12.914, 1.867], [-2.125, 3.735, 3.011], [-3.465, 2.368, 3.358], [-2.923, 5.377, 2.338], [-1.003, 4.060, 4.566], [-1.473, 3.349, 2.220], [-12.078, 7.846, 0.204], [-10.543, 7.613, -0.969], [-12.054, 6.586, 1.686], [-12.245, 9.684, 0.820], [-12.971, 7.625, -0.390]],
  "homo_lumo_gap_ev": 4.38,
  "largest_force_ha_per_bohr": 0.2256,
  "charge": 1,
  "e_tot_ha": -79867.3268
}

=====

{
  "formula": "C19H12BrN4O5OsSe",
  "method": "ωB97M-V/def2-TZVPD",
  "symbols": ["Os", "Se", "N", "C", "C", "C", "C", "N", "C", "N", "H", "H", "H", "C", "C", "C", "C", "C", "C", "C", "H", "H", "H", "H", "H", "O", "N", "O", "O", "Br", "C", "C", "C", "C", "C", "C", "C", "O", "O", "H", "H", "H", "H"],
  "coordinates": [[-0.505, 0.131, -0.128], [-0.561, -2.953, 2.082], [0.440, -2.455, 3.500], [0.834, -1.208, 3.274], [1.696, -0.337, 4.016], [1.960, 0.896, 3.479], [1.414, 1.353, 2.241], [0.594, 0.584, 1.555], [0.352, -0.640, 2.082], [-0.397, -1.365, 1.251], [2.135, -0.662, 4.949], [2.623, 1.577, 3.998], [1.664, 2.323, 1.832], [1.352, -0.223, -1.088], [1.905, -1.545, -0.654], [1.615, -2.684, -1.413], [2.000, -3.952, -1.005], [2.691, -4.129, 0.186], [2.983, -3.014, 0.959], [2.603, -1.746, 0.544], [1.062, -2.562, -2.338], [1.756, -4.808, -1.624], [2.988, -5.118, 0.511], [3.506, -3.129, 1.902], [2.853, -0.894, 1.167], [-4.057, -0.431, -1.355], [-2.949, -0.214, -0.937], [-1.895, -0.520, -1.593], [-2.718, 0.304, 0.200], [5.128, 4.684, -0.403], [3.977, 3.184, -0.648], [4.497, 1.906, -0.571], [3.639, 0.832, -0.738], [2.264, 0.981, -0.950], [1.781, 2.296, -1.079], [2.642, 3.381, -0.928], [0.350, 2.686, -1.464], [0.167, 3.814, -1.895], [-0.598, 1.844, -1.240], [5.552, 1.749, -0.392], [4.058, -0.164, -0.702], [1.091, -0.299, -2.150], [2.229, 4.372, -1.058]],
  "de_lowest_kj_mol": 0.0,
  "homo_lumo_gap_ev": [5.20, 5.20],
  "largest_force_ha_per_bohr": 0.0143,
  "charge": -1,
  "e_tot_ha": -6392.5456
}

=====

{
  "formula": "C19H13BrCoNO4",
  "method": "ωB97M-V/def2-TZVPD",
  "symbols": ["Co", "O", "C", "O", "C", "C", "C", "C", "C", "N", "H", "H", "H", "H", "Br", "C", "C", "C", "C", "C", "C", "C", "O", "O", "H", "H", "H", "H", "C", "C", "C", "C", "C", "C", "H", "H", "H", "H", "H"],
  "coordinates": [[-0.599, -1.165, 1.339], [-0.320, -5.118, 0.967], [-0.448, -3.906, 0.889], [-0.625, -3.061, 1.839], [-0.437, -3.295, -0.517], [-0.295, -4.084, -1.645], [-0.291, -3.475, -2.887], [-0.432, -2.100, -2.960], [-0.572, -1.387, -1.781], [-0.573, -1.976, -0.590], [-0.185, -5.152, -1.509], [-0.184, -4.063, -3.791], [-0.442, -1.582, -3.910], [-0.694, -0.309, -1.781], [-4.642, 2.742, -1.398], [-2.868, 3.138, -0.844], [-2.422, 4.410, -1.193], [-1.161, 4.841, -0.815], [-0.346, 4.004, -0.070], [-0.803, 2.745, 0.287], [-2.061, 2.273, -0.096], [-2.379, 0.825, 0.303], [-3.213, 0.177, -0.306], [-1.683, 0.424, 1.314], [-3.077, 5.059, -1.760], [-0.823, 5.831, -1.100], [0.641, 4.329, 0.237], [-0.185, 2.078, 0.875], [3.957, 0.060, 2.117], [3.546, -0.291, 0.837], [2.210, -0.604, 0.589], [1.238, -0.578, 1.593], [1.680, -0.208, 2.871], [3.012, 0.105, 3.137], [4.998, 0.292, 2.320], [4.270, -0.330, 0.028], [1.929, -0.873, -0.426], [0.966, -0.156, 3.690], [3.314, 0.379, 4.145]],
  "homo_lumo_gap_ev": [8.09, 7.78],
  "largest_force_ha_per_bohr": 0.0099,
  "charge": -1,
  "e_tot_ha": -5044.4403,
  "s_squared": 1.203,
  "multiplicity": 2
}

=====

{
  "formula": "C19H13CoN4O4S",
  "method": "ωB97M-V/def2-TZVPD",
  "symbols": ["Co", "O", "C", "O", "C", "C", "C", "C", "C", "N", "C", "O", "O", "H", "H", "H", "H", "N", "C", "C", "C", "C", "C", "C", "S", "N", "C", "C", "C", "C", "C", "C", "N", "H", "H", "H", "H", "H", "H", "H", "H", "H"],
  "coordinates": [[0.327, 0.259, -0.265], [1.399, -3.304, -2.095], [0.892, -2.244, -1.504], [1.480, -1.578, -0.665], [-0.503, -1.895, -1.894], [-1.379, -2.596, -2.694], [-2.669, -2.080, -2.841], [-3.041, -0.920, -2.179], [-2.097, -0.278, -1.391], [-0.872, -0.766, -1.293], [-2.295, 0.960, -0.520], [-3.363, 1.513, -0.485], [-1.213, 1.272, 0.144], [2.295, -3.461, -1.754], [-1.072, -3.513, -3.176], [-3.384, -2.601, -3.462], [-4.037, -0.504, -2.246], [3.684, 2.098, -1.932], [4.174, 1.304, -3.005], [5.528, 1.266, -3.289], [5.988, 0.470, -4.329], [5.104, -0.314, -5.054], [3.751, -0.300, -4.744], [3.285, 0.530, -3.736], [1.560, 0.674, -3.385], [1.626, 1.005, -1.716], [2.593, 1.691, -1.226], [2.463, 2.044, 0.217], [3.254, 2.967, 0.870], [2.983, 3.256, 2.203], [1.931, 2.619, 2.830], [1.179, 1.706, 2.107], [1.448, 1.420, 0.837], [4.394, 2.594, -1.420], [6.221, 1.863, -2.708], [7.043, 0.458, -4.564], [5.465, -0.937, -5.860], [3.052, -0.912, -5.300], [4.055, 3.484, 0.361], [3.583, 3.982, 2.733], [1.678, 2.827, 3.860], [0.327, 1.200, 2.541]],
  "homo_lumo_gap_ev": [7.51, 7.47],
  "largest_force_ha_per_bohr": 0.0017,
  "charge": 1,
  "e_tot_ha": -3032.6810,
  "s_squared": 0.812,
  "multiplicity": 2
}

=====

{
  "formula": "C19H13F3NO3",
  "method": "ωB97M-V/def2-TZVPD",
  "symbols": ["C", "N", "C", "O", "C", "F", "F", "F", "C", "C", "C", "O", "C", "C", "C", "C", "C", "C", "C", "O", "C", "C", "C", "C", "C", "C", "H", "H", "H", "H", "H", "H", "H", "H", "H", "H", "H", "H", "H"],
  "coordinates": [[-0.356, 2.890, -0.932], [0.512, 1.753, -0.556], [1.794, 1.689, -1.091], [2.409, 0.666, -1.348], [2.503, 3.061, -1.318], [2.121, 3.663, -2.487], [2.186, 3.911, -0.286], [3.853, 2.968, -1.342], [0.103, 0.780, 0.320], [-0.726, -0.306, -0.252], [-0.872, -1.625, 0.342], [-0.271, -2.156, 1.284], [-1.972, -2.284, -0.432], [-2.563, -3.530, -0.237], [-3.685, -3.850, -1.011], [-4.225, -2.914, -1.920], [-3.632, -1.657, -2.090], [-2.479, -1.378, -1.366], [-1.702, -0.107, -1.298], [-1.914, 0.856, -2.038], [1.285, 0.329, 1.227], [2.036, -0.843, 1.126], [2.983, -1.155, 2.116], [3.238, -0.259, 3.162], [2.544, 0.955, 3.207], [1.572, 1.233, 2.245], [0.079, 3.826, -0.574], [-0.536, 2.970, -2.014], [-1.304, 2.719, -0.435], [-0.618, 1.229, 1.021], [-2.147, -4.216, 0.502], [-4.161, -4.823, -0.897], [-5.120, -3.158, -2.493], [-4.031, -0.884, -2.746], [1.912, -1.547, 0.303], [3.486, -2.129, 2.081], [3.992, -0.502, 3.919], [2.722, 1.677, 4.004], [0.983, 2.150, 2.304]],
  "homo_lumo_gap_ev": 7.12,
  "largest_force_ha_per_bohr": 0.1032,
  "smiles": "CN(C(=O)C(F)(F)F)[C@@H](C1=C([O-])c2ccccc2C1=O)c1ccccc1",
  "charge": -1,
  "e_tot_ha": -1311.9747
}

=====

{
  "formula": "C19H13N3O4",
  "method": "ωB97M-V/def2-TZVPD",
  "symbols": ["C", "C", "C", "C", "C", "C", "C", "C", "C", "C", "C", "C", "C", "C", "C", "N", "O", "O", "C", "C", "C", "N", "C", "O", "O", "N", "H", "H", "H", "H", "H", "H", "H", "H", "H", "H", "H", "H", "H"],
  "coordinates": [[-0.066, -3.195, -5.042], [0.385, -2.322, -3.861], [-0.380, -1.309, -3.345], [0.378, -0.582, -2.296], [-0.225, 0.339, -1.309], [0.065, 0.513, 0.056], [0.981, -0.492, 0.688], [0.772, -1.888, 0.672], [1.698, -2.734, 1.314], [2.848, -2.260, 1.998], [3.013, -0.886, 2.025], [2.068, -0.067, 1.482], [-0.704, 1.473, 0.959], [-0.753, 1.276, 2.282], [-1.306, 2.226, 3.094], [-1.234, 2.014, 4.537], [-0.823, 0.977, 4.957], [-1.636, 2.911, 5.329], [-2.011, 3.325, 2.557], [-2.098, 3.509, 1.162], [-1.452, 2.480, 0.372], [-1.548, 2.439, -1.038], [-0.973, 1.487, -1.753], [-1.228, 1.658, -2.923], [1.487, -1.177, -2.232], [1.574, -2.175, -3.239], [0.658, -3.090, -5.810], [-0.288, -4.214, -4.751], [-1.002, -2.801, -5.428], [-1.338, -1.009, -3.627], [-0.032, -2.210, 0.002], [1.697, -3.764, 1.359], [3.489, -2.788, 2.684], [3.782, -0.319, 2.471], [2.089, 0.998, 1.558], [-0.196, 0.460, 2.662], [-2.585, 4.047, 3.127], [-2.760, 4.273, 0.785], [-2.346, 2.875, -1.477]],
  "de_lowest_kj_mol": 213.6,
  "homo_lumo_gap_ev": 7.69,
  "largest_force_ha_per_bohr": 0.1342,
  "smiles": "Cc1cc(-c2c(-c3ccccc3)c3cc([N+](=O)[O-])ccc3[nH]c2=O)on1",
  "e_tot_ha": -1196.8485
}

=====

{
  "formula": "C19H13NO6",
  "method": "ωB97M-V/def2-TZVPD",
  "symbols": ["O", "C", "O", "C", "C", "C", "C", "C", "C", "C", "O", "O", "C", "C", "C", "C", "C", "C", "C", "C", "C", "C", "C", "N", "O", "O", "H", "H", "H", "H", "H", "H", "H", "H", "H", "H", "H", "H", "H"],
  "coordinates": [[-1.682, -1.134, -1.296], [-2.123, -0.632, -0.304], [-1.421, -0.033, 0.671], [-0.054, 0.151, 0.527], [0.444, 1.420, 0.827], [1.794, 1.658, 0.742], [2.675, 0.640, 0.361], [4.093, 0.784, 0.239], [4.860, -0.263, -0.147], [4.308, -1.567, -0.441], [4.923, -2.548, -0.775], [2.941, -1.669, -0.304], [2.156, -0.635, 0.064], [0.787, -0.877, 0.150], [6.307, 0.106, -0.241], [6.366, 1.473, 0.464], [4.922, 2.010, 0.466], [-3.576, -0.702, 0.088], [-4.071, -1.863, 0.666], [-5.412, -1.958, 1.000], [-6.277, -0.901, 0.757], [-5.801, 0.259, 0.177], [-4.454, 0.352, -0.153], [-3.959, 1.561, -0.760], [-4.739, 2.470, -0.927], [-2.783, 1.593, -1.061], [-0.247, 2.197, 1.110], [2.187, 2.637, 0.963], [0.413, -1.858, -0.092], [6.946, -0.643, 0.225], [6.599, 0.176, -1.292], [7.053, 2.156, -0.029], [6.704, 1.338, 1.492], [4.669, 2.514, 1.399], [4.755, 2.716, -0.352], [-3.402, -2.689, 0.850], [-5.785, -2.865, 1.450], [-7.321, -0.983, 1.016], [-6.448, 1.098, -0.031]],
  "homo_lumo_gap_ev": 7.74,
  "largest_force_ha_per_bohr": 0.0252,
  "smiles": "O=C(Oc1ccc2c3c(c(=O)oc2c1)CCC3)c1ccccc1[N+](=O)[O-]",
  "e_tot_ha": -1237.9721
}

=====

{
  "formula": "C19H14Br2NO3",
  "method": "ωB97M-V/def2-TZVPD",
  "symbols": ["C", "O", "C", "C", "C", "C", "C", "C", "C", "C", "Br", "C", "O", "C", "Br", "C", "N", "C", "C", "C", "C", "C", "O", "C", "C", "H", "H", "H", "H", "H", "H", "H", "H", "H", "H", "H", "H", "H", "H"],
  "coordinates": [[-5.213, 2.294, 1.729], [-4.705, 1.171, 0.971], [-3.405, 0.779, 1.006], [-2.387, 1.357, 1.790], [-1.053, 0.950, 1.592], [-0.693, -0.010, 0.587], [0.673, -0.696, 0.161], [1.780, 0.377, 0.271], [3.047, -0.101, 0.709], [4.114, 0.755, 0.998], [5.883, 0.120, 1.048], [3.940, 2.223, 1.085], [4.893, 2.997, 1.247], [2.557, 2.666, 0.860], [2.330, 4.545, 0.883], [1.549, 1.772, 0.505], [0.794, -1.532, -1.166], [1.264, -1.152, -2.397], [1.460, -1.991, -3.507], [1.191, -3.379, -3.460], [0.761, -3.849, -2.258], [0.564, -2.972, -1.091], [0.194, -3.439, -0.009], [-1.758, -0.676, 0.025], [-3.073, -0.251, 0.114], [-6.257, 2.405, 1.408], [-5.167, 2.090, 2.808], [-4.653, 3.215, 1.506], [-2.681, 2.155, 2.486], [-0.356, 1.467, 2.259], [0.770, -1.501, 0.998], [3.241, -1.171, 0.847], [0.549, 2.239, 0.484], [1.502, -0.106, -2.533], [1.830, -1.565, -4.454], [1.326, -4.052, -4.319], [0.513, -4.887, -2.072], [-1.513, -1.555, -0.558], [-3.810, -0.692, -0.553]],
  "homo_lumo_gap_ev": 6.26,
  "largest_force_ha_per_bohr": 0.0501,
  "smiles": "COc1ccc([C@H](c2cc(Br)c([O-])c(Br)c2)n2ccccc2=O)cc1",
  "charge": -1,
  "e_tot_ha": -6160.9264
}